# 1
The following is a quantum chemistry calculation of a 6-piece molecular cluster, C12H38N6O6 overall in a non-equilibrium geometry, from the OMol25 dataset.

```
62
Properties=species:S:1:pos:R:3:lowdin_charge:R:1
C 23.3469 -11.5274 6.6505 -0.156
O 23.9025 -10.3109 7.0290 -0.189
C 24.5132 -10.3736 8.3328 -0.173
C 25.3440 -9.1103 8.5424 -0.462
C 26.3200 -9.2573 9.7040 -0.076
N 24.7698 -7.7807 8.5282 0.063
H 22.5340 -11.3255 5.9480 0.088
H 22.7836 -12.0463 7.4460 0.063
H 24.0384 -12.3027 6.3056 0.089
H 23.6591 -10.3447 9.0215 0.124
H 25.1401 -11.2622 8.4079 0.126
H 26.0707 -9.1127 7.7119 0.134
H 26.8449 -8.3176 9.8885 0.076
H 27.0699 -10.0281 9.5242 0.073
H 25.8291 -9.3665 10.6795 0.068
H 24.0468 -7.8758 7.8024 0.070
H 24.1365 -7.7082 9.3318 0.039
C 16.6870 -5.6551 10.1660 -0.099
O 17.9448 -5.6717 9.5424 -0.246
C 18.0574 -4.6932 8.5016 -0.195
C 18.8664 -5.1774 7.3047 -0.422
C 19.4213 -3.9543 6.4935 -0.057
N 18.0379 -6.0668 6.4709 0.037
H 15.8822 -6.0741 9.5458 0.092
H 16.3444 -4.6387 10.3850 0.093
H 16.6907 -6.2679 11.0658 0.096
H 17.0888 -4.2948 8.1982 0.128
H 18.6128 -3.8408 8.9212 0.130
H 19.8539 -5.5961 7.4954 0.123
H 19.5893 -4.2028 5.4425 0.075
H 20.3986 -3.6642 6.8684 0.077
H 18.6106 -3.2246 6.3987 0.076
H 17.7496 -6.7367 7.1975 0.061
H 17.1004 -5.7277 6.2597 0.073
N 23.6208 -8.0135 12.6568 0.151
C 24.8327 -7.4468 12.8882 -0.686
N 25.3672 -7.7209 14.1232 0.135
O 25.4445 -6.7669 12.0644 0.004
H 22.9983 -7.8559 11.8552 0.049
H 23.1059 -8.1549 13.5146 0.089
H 26.2217 -7.2186 14.2811 0.097
H 25.0719 -8.5310 14.6294 0.085
N 20.3021 -7.8453 9.1759 0.184
C 21.1048 -7.1800 10.0569 -0.606
N 20.5169 -6.1084 10.6542 0.191
O 22.2659 -7.5449 10.2882 -0.023
H 19.3616 -7.5011 9.1205 0.079
H 20.6625 -8.7074 8.8236 0.085
H 19.6254 -5.8099 10.2602 0.062
H 20.9474 -5.5752 11.3870 0.101
C 22.1439 -2.5867 11.9133 -0.185
O 22.9980 -3.6300 12.3233 -0.117
H 21.9830 -2.6067 10.8300 0.071
H 21.1852 -2.7464 12.4056 0.073
H 22.4604 -1.5676 12.1537 0.074
H 23.9007 -3.5086 12.0168 0.084
C 20.2037 -11.5524 9.1917 -0.141
O 19.2075 -10.5688 8.9178 -0.138
H 20.6885 -11.9592 8.3090 0.064
H 20.9024 -11.1157 9.9115 0.077
H 19.7365 -12.3642 9.7523 0.078
H 19.3291 -10.2022 8.0389 0.066
```

Summary:
frontier orbital gap	9.07	eV
HOMO	-8.68	eV
ΔE to the lowest compared entry with this formula, charge and spin	0.00	kJ/mol
SMILES string	COC[C@H](C)N.COC[C@H](C)N.NC(N)=O.NC(N)=O.CO.CO



# 2
The following is a quantum chemistry calculation of C12H38O9V as an isolated structure in a non-equilibrium geometry, from the OMol25 dataset.

```
60
Properties=species:S:1:pos:R:3:mulliken_spin:R:1
O 0.9792 1.0289 -1.5866 0.003
V 1.8788 0.3140 -0.4899 0.943
O 0.8847 -0.7506 0.2765 0.051
O 3.4730 -0.0822 1.1603 -0.003
H 4.1568 -0.7490 1.2229 0.004
H 3.7885 0.6372 1.7072 0.001
O 3.5242 1.8046 -1.0259 -0.003
H 3.4938 2.4959 -1.6873 0.002
H 4.1728 2.1084 -0.3909 0.002
O 1.6065 2.0686 1.0692 -0.005
H 0.9465 2.2391 1.7411 0.003
H 2.2748 2.7385 1.2137 -0.003
C -1.8436 2.4257 -3.0091 0.000
C -3.1505 2.5252 -2.2611 0.000
C -3.5602 3.9689 -2.3013 0.000
O -4.1409 1.7213 -2.9583 0.000
H -1.1048 3.1179 -2.6052 0.001
H -1.9312 2.7745 -4.0380 0.000
H -1.4194 1.4252 -2.9239 0.000
H -3.1381 2.1339 -1.2438 0.000
H -4.0052 4.4092 -3.1937 0.000
H -2.7580 4.6709 -2.0739 0.000
H -4.3348 4.2142 -1.5747 0.000
H -4.4664 2.3201 -3.6344 0.000
C 1.7145 -1.1612 4.0666 -0.003
C 0.7348 -2.2977 3.6876 0.000
C 1.3583 -3.5842 4.0218 0.000
O -0.3113 -2.1291 4.5040 0.000
H 1.5235 -0.2597 3.4844 0.002
H 2.7430 -1.5068 3.9632 0.000
H 1.6771 -0.9285 5.1308 0.000
H 0.4102 -2.1994 2.6516 0.003
H 1.4150 -3.8641 5.0737 0.000
H 2.3903 -3.6343 3.6746 0.000
H 0.8282 -4.3959 3.5237 0.000
H -0.9886 -2.7539 4.2348 0.000
C -2.6941 -0.5775 1.5128 -0.001
C -3.9807 0.0607 1.3351 0.000
C -5.0159 -0.4267 2.3945 0.000
O -3.7670 1.3671 1.6265 0.000
H -1.9079 -0.1752 0.8740 0.001
H -2.7202 -1.5925 1.1164 0.000
H -2.3863 -0.7073 2.5504 0.000
H -4.2976 -0.1373 0.3112 0.000
H -5.9689 0.1024 2.3921 0.000
H -4.5954 -0.4243 3.4001 0.000
H -5.3762 -1.4254 2.1477 0.000
H -4.5156 1.9556 1.5040 0.000
C 2.5837 -2.2394 -4.1953 -0.002
C 3.3342 -1.8586 -2.9123 -0.022
C 4.2103 -0.6395 -3.2519 0.033
O 2.3187 -1.5203 -1.9741 -0.003
H 2.3066 -1.4172 -4.8551 0.000
H 1.6410 -2.7782 -4.0998 0.000
H 3.2135 -2.9032 -4.7876 0.000
H 4.0131 -2.5773 -2.4533 0.000
H 4.6244 -0.3285 -2.2928 -0.008
H 3.6179 0.1789 -3.6608 0.003
H 5.0688 -0.8763 -3.8804 0.003
H 1.4719 -1.9054 -2.2111 -0.003
```

Summary:
frontier orbital gap (spin up / spin down)	5.38 / 6.96	eV
HOMO (spin up / spin down)	-6.00 / -7.58	eV
expectation value of S²	0.755
2S+1	2